# C12H12Cl6N2O

2 unconnected molecules or ions with the total composition C12H12Cl6N2O in a non-equilibrium geometry (ωB97M-V/def2-TZVPD, the OMol25 dataset).

Each line ends with the Mulliken charge.
Cartesian coordinates (Å):
Cl1 2.57232 0.03763 0.83451  0.112
C1 4.69788 -0.01480 -1.24101  -0.582
Cl2 5.82044 -0.78214 -0.23704  -0.182
C2 3.97552 -0.92806 -2.15732  0.525
O1 3.82708 -2.11960 -1.89542  -0.791
C3 3.78964 -0.36123 -3.50338  0.155
Cl3 3.22664 -1.42161 -4.67866  -0.194
C4 4.06386 0.95475 -3.80852  0.164
Cl4 3.87379 1.55824 -5.39297  -0.195
C5 4.55032 1.81456 -2.79598  0.091
Cl5 4.95071 3.41800 -3.18380  -0.236
C6 4.76833 1.35223 -1.48614  0.510
Cl6 5.48024 2.37539 -0.29470  -0.204
C7 -0.05712 -2.47944 1.86073  -0.999
N1 -0.61145 -1.13878 1.82960  0.122
C8 -1.91503 -0.85288 1.24893  -0.561
C9 -2.03818 0.65053 1.43498  -0.601
N2 -0.72028 1.02216 1.92945  0.118
C10 -0.41022 2.38729 2.31359  -0.917
C11 0.06503 -0.03168 2.07661  0.777
C12 1.56036 0.00862 2.25682  -1.301
H1 0.58432 -2.56711 2.74273  0.388
H2 -0.87297 -3.20043 1.93491  0.324
H3 0.53948 -2.68119 0.96238  0.365
H4 -1.93402 -1.11200 0.18068  0.316
H5 -2.72461 -1.39831 1.73923  0.368
H6 -2.25220 1.15636 0.48710  0.350
H7 -2.84345 0.89996 2.13372  0.334
H8 0.67273 2.51266 2.25996  0.351
H9 -0.90646 3.07879 1.63086  0.312
H10 -0.75145 2.61111 3.33416  0.309
H11 1.86558 0.95151 2.75072  0.440
H12 1.94092 -0.95552 2.64519  0.329

Properties
net charge: 0
HOMO energy: -5.756 eV
Kohn-Sham gap: 4.45 eV